No. 1
63
Properties=species:S:1:pos:R:3:forces:R:3 method="wB97M-V/def2-TZVPD" charge=0 homo_ev=-4.79 e_above_lowest_kcal_mol=48.1
H 1.6318 -0.3817 7.9844 0.1 0.0 0.3
H -0.2213 1.5647 -6.5333 0.3 -0.1 0.1
H 1.8350 1.4379 -0.9061 0.2 -0.3 -0.1
H -1.3267 -1.0434 7.9708 -0.1 0.1 0.2
H -2.4214 1.2883 -0.4314 -0.1 -0.1 -0.2
C 1.7723 -2.2383 -4.7398 -0.2 0.0 0.0
C 1.6600 -0.4649 6.9014 0.4 -0.3 -0.4
Ca 0.0109 0.1319 2.5565 0.2 -0.8 4.7
H -0.7584 -3.5798 -3.6550 -0.1 0.0 -0.1
H 2.5726 -1.4943 -4.7994 -0.1 -0.1 0.0
C -0.7125 1.6134 0.7191 1.9 0.2 -0.8
H 0.5795 -0.5567 -1.3114 0.1 0.0 0.0
C -0.8091 -1.5749 0.8105 1.5 -0.1 -0.7
H 1.0216 3.9115 -3.4734 0.1 0.0 -0.1
H 0.9560 -1.5096 4.7377 -1.3 -0.7 -0.5
C 1.2126 -0.6193 -0.4272 0.0 0.6 0.0
H 1.3732 1.0085 -5.9591 -0.3 0.0 0.0
P 0.1966 -1.4217 -4.2125 -0.1 -0.3 -0.4
Si -0.0109 0.0556 6.2065 0.0 0.5 -0.4
C 0.6600 1.6915 0.7832 -1.8 0.1 -0.4
H -1.8019 3.3393 -3.6287 -0.1 -0.1 -0.1
H -2.3072 -0.8440 6.5086 0.3 -0.1 0.1
H 0.4031 -2.5328 3.3520 -0.6 -0.3 1.1
H 1.1143 2.3276 1.5545 -0.3 0.1 -0.3
H 1.6571 -2.7347 -5.7135 0.1 0.1 0.2
H 2.0441 -2.9796 -3.9830 0.1 0.1 -0.1
C -1.4895 0.7520 -0.2590 0.0 -0.3 0.0
H 2.6167 0.7879 0.5238 -0.4 0.2 0.1
C 0.5400 -1.5025 0.6044 -1.7 0.2 -0.5
H -1.9922 -2.4804 -4.3046 0.1 -0.1 0.0
O -0.0318 0.4071 4.6436 -0.2 2.4 -1.2
H -2.7849 -0.7093 0.7505 0.3 -0.1 0.0
H -1.3011 -0.5166 -5.9055 0.3 0.0 0.0
C -1.3053 -1.1220 6.8833 -0.3 -0.4 -0.2
H -1.1267 -2.1837 6.6269 0.0 0.6 0.1
H 2.1960 2.8559 -4.2856 -0.1 0.1 0.0
C -1.8722 -0.7389 0.1378 0.2 0.7 -0.3
H -1.0150 -1.7601 4.3605 1.7 -0.3 0.0
C 0.0801 -1.7222 4.0774 0.7 -2.8 -2.6
P 0.0127 1.7967 -4.0997 0.0 0.3 -0.3
H -1.3088 2.1804 1.4400 0.2 0.1 -0.2
H -2.1524 -1.2740 -0.7822 -0.1 0.3 0.1
H -1.1889 -2.2876 1.5289 0.2 -0.1 0.2
H 0.9853 3.7499 -5.2542 0.1 0.0 0.2
H 0.2429 -1.0301 -6.6366 -0.3 0.1 0.1
H -0.8564 -3.3002 -5.4191 -0.1 0.0 0.2
H 2.1236 -1.1381 -0.7337 0.0 0.1 -0.1
C -0.2058 -0.4860 -5.7908 0.0 -0.2 0.3
H -2.4001 1.9122 -4.4999 0.1 0.1 0.0
C -0.3868 1.7696 6.7562 0.0 0.2 0.5
H 1.9507 -1.5036 6.6524 -0.2 0.5 0.1
H -0.9421 0.7471 -1.1984 -0.1 0.0 -0.1
H -1.5472 3.2093 -5.3957 -0.1 -0.1 0.2
H -0.3931 1.7941 7.8258 -0.2 0.7 0.9
C -0.9668 -2.8384 -4.4301 0.2 0.1 -0.2
H 2.4481 0.2099 6.5274 -0.2 -0.2 0.1
C 1.1662 3.2228 -4.3093 -0.2 0.0 -0.1
H 0.3883 2.4235 6.3409 -0.2 0.0 0.2
H 1.1972 -2.1297 1.1874 -0.1 -0.2 0.3
C -1.5925 2.6493 -4.4512 0.2 0.0 0.0
C 1.6502 0.8478 0.0013 -0.3 -0.4 -0.3
C 0.2901 0.9675 -5.7623 0.0 0.1 0.3
H -1.3599 2.0456 6.3380 0.1 0.1 0.2

---

No. 2
9
Properties=species:S:1:pos:R:3:forces:R:3 method="wB97M-V/def2-TZVPD" charge=0 homo_ev=-9.08 e_above_lowest_kcal_mol=47.1 smiles="O=CC(=O)CBr"
H 0.4433 -0.1747 1.1625 -3.6 -2.5 0.0
H -0.6923 2.1267 -1.0386 -1.4 0.3 -0.5
C 0.3288 1.9191 -0.8517 5.4 -0.3 2.0
O 1.2324 1.7199 -1.6375 -2.2 0.8 -0.7
C 1.1551 0.5086 1.0917 6.4 1.5 0.1
H 1.6876 0.6353 2.0050 0.6 -0.9 1.0
C 0.9053 1.8754 0.7490 -6.0 2.0 -4.1
Br 2.5288 -0.2772 -0.2538 -0.8 0.0 1.6
O 0.6000 2.8401 1.4150 1.6 -1.0 0.5

---

No. 3
20
Properties=species:S:1:pos:R:3:forces:R:3 method="wB97M-V/def2-TZVPD" charge=0 homo_ev=-6.92 e_above_lowest_kcal_mol=69.4
H -0.8221 -2.5161 -1.4397 0.1 0.1 -0.1
C 0.5260 -0.1262 -0.5873 -1.7 -1.7 0.0
C -1.4032 -1.5945 -1.5206 0.0 0.1 -0.8
H -1.6761 0.3213 2.9056 -0.1 0.1 0.0
H -2.4230 -1.8386 -1.2084 0.2 0.2 0.1
H 2.4471 1.3811 0.2070 -0.5 -0.1 -0.1
C -0.8072 -0.5108 -0.6964 0.3 1.2 -2.8
C -1.3010 1.1547 2.3049 0.2 0.3 0.3
H 1.4285 -0.2855 -2.5344 -0.1 0.0 0.2
H -0.4388 1.5725 2.8288 0.0 0.0 -0.1
N -1.7244 0.3528 -0.0127 2.5 -3.0 2.2
H 1.8713 -1.5625 -1.4166 0.1 0.0 0.0
H -1.4643 -1.2937 -2.5713 0.0 -0.3 -0.2
H 2.1872 0.9560 1.7709 -0.1 -0.2 -0.2
C -0.9516 0.6580 0.9582 2.7 3.5 0.1
H 2.5924 0.0357 -1.2851 -0.2 0.0 0.2
H -2.0749 1.9260 2.2523 0.0 -0.2 -0.1
N 0.6345 0.5342 0.5907 -3.1 -0.2 0.6
C 1.6564 -0.4932 -1.4835 0.2 -0.4 -0.3
N 1.7433 1.3289 0.9375 -0.4 0.7 1.0

---

No. 4
139
Properties=species:S:1:pos:R:3:forces:R:3 method="wB97M-V/def2-TZVPD" charge=-1 homo_ev=-5.44
C -3.6927 4.8935 -0.3567 0.0 0.0 0.0
H 7.2715 4.8618 -0.7499 0.0 0.0 0.0
H -4.4380 1.8761 0.3107 0.1 0.0 -0.1
C -1.7586 -0.6366 7.9518 0.0 0.0 0.0
C 2.2223 0.4334 -10.1978 0.0 0.0 0.0
H -4.2652 -2.6877 8.1053 0.0 0.0 0.0
C 9.2644 4.4002 -7.2022 0.1 0.0 0.0
I 0.4230 2.9083 -0.4058 0.0 0.1 0.0
H -7.9790 -1.6486 5.2006 0.0 0.0 0.0
H 8.6643 2.2926 -6.7165 0.0 0.0 0.0
H -1.8694 -2.5614 8.8131 0.0 0.0 0.0
H -9.8232 -6.4609 4.1402 0.0 0.0 0.0
C -11.1681 -7.5044 5.5803 0.0 0.0 0.0
H 6.8601 5.9673 -5.8431 0.0 0.0 0.0
H 7.9146 -0.3157 -4.0948 0.0 0.0 0.0
C -5.2037 -0.0654 0.8554 -0.1 0.4 0.2
C 4.1794 3.9337 -1.4105 -0.1 0.0 -0.1
N -1.2640 -4.9329 8.5199 0.0 0.1 -0.1
C 8.4710 3.3504 -6.6607 0.0 0.1 0.0
H 2.1492 0.4052 -11.2724 0.0 0.0 0.0
H -11.5654 -8.4248 7.5862 0.0 0.0 0.0
H 11.2215 3.4183 -11.1812 0.0 0.0 0.0
C -7.1651 -2.1882 4.7472 0.1 0.0 0.1
H 1.6150 -4.2178 9.8540 0.0 0.0 0.0
C -4.0134 -7.0019 7.6044 0.0 -0.1 0.3
H 6.5697 3.5034 -5.5111 0.0 0.0 0.0
C -0.3707 -4.9994 10.5451 0.1 0.1 -0.1
H 4.0442 4.5533 -3.4145 0.0 0.0 0.0
H -2.8071 -0.6320 -0.0379 -0.1 -0.1 0.0
H -5.2077 5.9849 -1.5995 0.0 0.0 0.0
C 2.6409 -0.1238 -8.0595 0.0 0.0 0.0
C 2.6820 2.5642 -4.3477 0.0 0.0 -0.1
C 7.4007 3.9360 -6.0422 -0.1 0.0 0.0
C -9.5988 -7.5675 7.1906 0.0 0.0 0.0
H -1.9272 -5.0369 7.7700 0.1 -0.1 0.0
C 2.7392 -0.5830 -9.3475 0.0 0.0 0.0
P 0.6439 -0.9707 1.3285 0.0 0.0 -0.1
N 0.9159 -1.5225 2.7967 0.0 -0.1 0.2
C -5.6443 -3.1466 3.3974 0.0 0.0 0.0
H -2.9522 4.5479 -1.0592 0.0 0.0 0.0
C 2.9688 3.0767 -5.5915 0.0 0.0 0.0
H -6.1529 -8.3183 5.4568 0.0 0.0 0.0
N 2.0872 1.1234 -8.0994 -0.1 0.0 0.0
C -2.8065 0.4573 0.0426 -0.1 0.1 -0.1
H 5.1782 3.6593 0.5100 0.0 0.0 0.0
H 9.5372 4.5870 -9.7279 -0.1 0.0 0.0
C 10.3987 3.9945 -11.5688 0.0 0.0 0.0
H 1.9403 4.7116 -6.7389 0.0 0.0 0.0
N -2.3360 -1.8201 8.3164 0.0 0.1 0.0
C -4.6438 -8.1696 7.0953 0.0 0.2 -0.2
H 3.7609 2.7444 -6.2444 0.0 0.0 0.0
H -6.4313 6.3683 0.7830 0.0 0.0 0.0
H -3.8318 1.2186 1.8031 -0.1 0.0 0.0
H -4.9078 -0.8903 1.5021 0.0 -0.1 -0.2
H -5.0947 -3.4539 2.5230 0.0 0.0 0.0
C 6.5877 1.1443 -3.1563 0.0 0.0 0.0
H -4.3299 -4.8728 7.0342 0.0 0.0 0.0
C -1.5090 -5.2470 9.8272 -0.1 -0.1 0.1
C 5.7363 -0.2390 -1.6245 0.0 0.0 0.0
C -3.6613 4.6750 0.9935 0.1 0.0 0.0
H -2.4706 -5.6181 10.1395 0.0 0.0 0.0
N -6.2399 -2.8500 5.5126 0.0 0.0 -0.2
N 7.5138 5.2909 -6.1936 0.0 0.0 0.0
H 0.3510 4.8131 -4.5432 0.0 0.0 0.0
C -4.0655 0.9538 0.7645 0.0 -0.1 0.0
N -5.4305 -6.3922 6.0234 -0.2 0.0 0.0
N 1.6095 3.2452 -3.8512 0.1 -0.1 0.0
C -10.8919 -7.9220 6.9123 0.0 0.0 0.0
H 1.9079 1.7007 -7.2932 0.0 0.0 0.0
H 3.1854 3.5205 -1.3330 0.0 0.1 0.2
H -5.9146 -5.7953 5.3714 0.1 -0.1 -0.1
C 1.1915 4.1744 -4.7554 0.0 0.1 0.0
C 0.0253 -4.4847 8.3870 -0.1 0.0 0.0
H 0.4210 -4.1976 7.4270 0.0 0.0 0.0
H 0.4017 -0.9761 3.4809 0.1 0.0 -0.1
C 5.8922 4.9317 -2.4421 0.1 0.0 -0.1
C 5.2077 4.0186 -0.5053 0.0 0.0 0.0
C 1.8292 1.4722 -9.3941 0.0 0.0 0.0
H 10.2007 4.2963 -7.7282 0.0 0.0 0.1
C 7.1756 -0.0800 -3.3466 0.0 0.0 0.0
C -4.8708 5.6429 -0.6348 0.0 0.0 0.0
H 1.3894 2.4248 -9.6360 0.0 0.0 0.0
N 5.7165 1.0363 -2.1106 -0.1 0.0 -0.1
C -4.5331 -5.9265 6.9403 0.1 0.1 0.0
C 6.3000 4.6492 -1.1639 -0.1 0.0 0.0
C -3.9029 -0.6434 7.2753 0.1 0.0 -0.1
H -2.7674 0.8302 -0.9798 0.0 0.0 0.0
H 5.1457 1.7915 -1.7614 0.1 0.0 0.1
H 8.2838 5.4566 -13.6249 0.0 0.0 0.0
H -4.4630 -9.1884 7.3927 0.0 0.0 0.0
H -6.0708 0.4086 1.3191 0.0 0.0 0.1
C 0.6029 -4.5095 9.6288 0.0 0.0 0.0
H -7.3433 -1.9361 2.5878 0.0 0.0 0.0
H 6.8714 -2.0023 -2.2307 0.0 0.0 0.0
C -3.6411 -1.8320 7.9025 0.0 -0.2 0.1
H -1.2444 1.6365 2.6778 0.0 0.2 0.2
H 8.9197 6.6027 -7.1219 0.0 0.0 0.0
H 7.7713 5.8135 -10.9900 0.0 0.0 0.0
C 10.0172 4.2581 -12.8582 0.0 0.0 0.0
N 4.6082 4.4921 -2.5826 -0.1 0.0 0.0
N 9.5128 4.6135 -10.7331 0.0 0.0 0.0
H 0.2293 -1.9993 0.4391 -0.1 0.0 0.0
C 8.8506 5.0697 -12.7945 0.0 0.0 0.0
H -4.4538 -3.9598 5.0835 0.0 0.1 0.0
H -0.7250 -0.4316 8.1719 0.0 0.0 0.0
C -10.0334 -6.9105 5.0956 0.0 0.0 0.0
S -5.7593 -0.6926 -0.7629 0.1 -0.1 0.0
H 1.8341 -0.7131 0.6009 0.1 0.1 0.0
C -5.5070 -7.7567 6.1106 0.0 0.0 0.0
H 10.5145 3.9061 -13.7467 0.0 0.0 0.0
C 8.5669 5.2688 -11.4689 0.0 0.0 0.0
C -5.3029 -3.4286 4.6920 0.0 0.0 0.1
H -0.2474 -5.1515 11.6042 0.0 0.0 0.0
H -3.2701 -6.9580 8.3835 0.0 -0.1 0.0
H 2.9181 -0.5787 -7.1236 0.0 0.0 0.0
In -0.9910 0.9761 1.1036 0.0 -0.1 -0.1
C 8.6464 5.5855 -6.8990 0.0 0.0 0.0
H -12.0930 -7.6260 5.0416 0.0 0.0 0.0
H 3.1375 -1.5384 -9.6462 0.0 0.0 0.0
N -4.7698 5.2600 1.5413 0.0 0.0 0.0
H -5.8225 -1.9812 -0.4177 0.0 -0.1 -0.1
H 3.1427 1.7636 -3.7920 0.0 0.0 0.0
H -2.5447 1.0939 6.8806 0.0 0.0 0.0
H -8.1519 -6.5947 6.0096 0.0 0.0 0.0
H -4.8401 -0.3521 6.8301 0.0 0.0 0.0
H -9.0017 -7.7008 8.0764 0.0 0.0 0.0
H 6.4140 5.4003 -3.2597 0.0 0.0 0.0
N -9.0867 -6.9534 6.0815 0.0 0.0 0.0
C -5.5133 5.8533 0.5564 0.0 0.0 0.0
H 5.1113 -0.5289 -0.7966 0.0 0.0 0.0
H 1.2013 3.0853 -2.9366 -0.1 0.0 0.0
C -6.8203 -2.3509 3.4340 -0.1 0.0 -0.1
H -6.2318 -2.8643 6.5163 0.1 0.0 0.0
H -2.9473 4.1449 1.6024 0.0 0.0 0.0
C 2.0142 4.1032 -5.8523 0.1 0.0 0.0
C 6.6327 -0.9609 -2.3700 0.0 0.0 0.0
H 6.7305 2.0853 -3.6595 0.0 0.0 0.0
H -5.0008 5.2493 2.5172 0.0 0.0 0.0
C -2.7014 0.1156 7.3028 0.0 0.0 0.0

---

No. 5
52
Properties=species:S:1:pos:R:3:forces:R:3 method="wB97M-V/def2-TZVPD" charge=-2 homo_ev="2.35 / 2.35" e_above_lowest_kcal_mol=0.0
H 0.7988 2.0900 2.4479 -0.2 -0.2 -0.4
H 5.3109 -0.8180 -1.7354 0.0 -0.2 0.1
H -4.5538 -0.5886 2.8268 0.0 0.1 -0.1
C 4.7626 1.2497 -0.1358 -0.3 -0.3 -0.1
H -1.4980 -2.0931 -1.8561 0.3 0.3 0.0
H 4.7962 -2.1450 -0.6621 0.2 0.0 -0.1
C -1.2376 2.3230 -0.2319 0.5 0.3 0.2
H -1.8735 1.8832 1.8713 0.3 0.0 -0.3
C 4.6515 -0.1734 0.1905 -1.4 -0.3 -0.8
C -4.5750 -0.5377 0.6565 0.1 0.0 -0.1
H 0.2773 2.7888 -1.8369 -0.1 -0.2 0.3
C 1.6753 -0.9942 -1.8502 -0.5 -0.3 -1.0
H 5.6617 1.6908 0.3345 0.7 0.8 0.2
H 0.9591 -2.9999 -1.1439 -0.2 0.5 0.0
H 2.7912 -2.2085 0.9249 0.1 -0.1 0.1
C -1.0686 2.0968 1.1670 0.6 0.2 -0.2
H -4.5232 1.0504 2.1278 0.0 -0.2 0.0
H 2.0865 2.6785 0.1635 -0.4 -0.5 -0.1
C -1.9105 -0.7767 0.5573 -1.0 -0.3 0.4
C 0.3289 2.1580 1.4648 -0.4 0.8 -0.6
H -5.0751 -2.2659 -0.5492 0.1 0.0 0.1
H 1.4672 0.9977 -2.8424 -0.2 -0.2 0.3
C -0.5606 -1.5517 -1.9766 0.3 0.2 -0.4
C 2.7361 -1.2598 1.4868 -0.1 0.6 -0.2
C 1.0247 2.4454 0.2466 -0.8 0.6 0.2
H 6.3486 -1.3281 -0.4023 1.1 -0.5 0.0
H -6.0807 0.5502 -0.4693 0.0 0.0 0.0
H -2.1897 2.3609 -0.7629 0.3 -0.2 0.1
H 4.0546 0.2997 2.1474 0.0 0.0 0.2
C 0.0561 2.5304 -0.8040 -0.1 0.6 0.9
Lu 0.1192 0.0766 -0.0767 0.9 0.0 0.1
H 3.8940 1.8279 0.2167 0.3 0.0 -0.1
H -4.6743 0.0336 -1.4380 -0.1 0.1 0.2
O 1.7590 -0.4383 0.9354 0.2 -0.5 1.0
C 4.1300 -0.5805 1.4941 -0.2 0.1 -0.6
C 0.7204 -2.0169 -1.5571 0.2 0.6 -0.6
C 5.2933 -1.1639 -0.6894 -0.5 0.4 0.2
H 2.7577 -1.0771 -1.7397 -0.4 0.2 0.4
C -4.9427 0.0444 2.0225 -0.2 0.2 0.2
H 4.8570 1.3992 -1.2224 0.0 0.2 0.1
H -6.0306 0.1224 2.1407 0.0 0.0 0.0
C -0.4065 -0.2410 -2.5195 0.3 -0.5 -0.4
C -4.9918 0.4230 -0.4622 -0.2 0.1 -0.2
C 0.9849 0.1060 -2.4424 0.1 -1.1 -0.2
C -3.1306 -0.7050 0.5909 0.7 -0.3 0.1
C -5.2703 -1.8833 0.4559 -0.3 -0.1 0.0
H 2.4587 -1.4801 2.5313 0.0 -0.3 0.1
H 4.8368 -1.2872 1.9556 0.3 -0.5 0.6
H -1.1882 0.3613 -2.9837 0.2 -0.1 0.3
H -6.3541 -1.7631 0.5741 0.0 0.0 0.0
H -4.9265 -2.6203 1.1855 0.0 0.1 -0.1
H -4.5361 1.4098 -0.3262 0.0 -0.2 0.0

---

No. 6
14
Properties=species:S:1:pos:R:3:forces:R:3 method="wB97M-V/def2-TZVPD" charge=0 homo_ev=-9.59 e_above_lowest_kcal_mol=119.0
C -1.6799 -0.6635 -0.3795 3.1 -0.8 -0.1
H -2.0848 -0.0232 -1.0898 -1.2 0.8 -1.3
S -0.0304 -0.7430 -0.6040 0.7 -1.2 0.5
H -0.0292 -2.3196 1.0185 1.7 0.7 -0.4
C 0.7114 -1.4438 0.8703 -3.9 -1.4 0.6
O 1.0378 0.7025 -0.5127 -0.4 -1.9 -0.8
N 0.3944 2.7249 0.2752 -1.4 1.5 -1.5
H 1.2208 2.5931 0.7730 1.7 -0.3 1.7
H -1.7206 -0.3530 0.6055 -1.0 0.8 2.2
H 1.7436 -1.6924 0.9454 0.6 0.0 -0.7
C 0.2812 1.8010 -0.5527 -2.5 0.2 -0.8
H 0.3899 -0.8466 1.6993 0.2 0.9 0.5
H -0.5989 1.7693 -1.3016 1.5 0.2 1.1
O 0.3645 -1.5056 -1.7470 0.7 0.5 -0.8